Entry 1:
This record from OMol25 describes 6 unconnected molecules or ions with the total composition C7H25NO5 at a distorted geometry. The level of theory is ωB97M-V/def2-TZVPD.

Each line ends with the Löwdin charge.
Positions of all 38 atoms, in Å:
C1 1.212 0.761 2.766  -0.2591
C2 1.365 -0.358 1.633  -0.1609
C3 1.719 0.223 0.173  -0.1611
C4 0.402 0.459 -0.729  -0.2227
C5 -0.091 -0.767 -1.293  -0.1868
C6 -1.392 -0.866 -1.559  -0.2182
C7 -1.879 -2.168 -2.092  -0.1362
N1 -0.063 0.549 3.386  -0.0132
H1 2.042 0.782 3.508  0.1158
H2 1.211 1.852 2.504  0.1003
H3 0.281 -0.810 1.539  0.1128
H4 2.060 -1.104 1.937  0.0696
H5 2.406 -0.471 -0.393  0.1056
H6 2.114 1.307 0.317  0.1109
H7 0.876 1.052 -1.706  0.1552
H8 -0.264 1.075 -0.313  0.0623
H9 0.521 -1.693 -1.471  0.1379
H10 -2.200 -0.113 -1.225  0.1454
H11 -1.182 -3.048 -1.742  0.1040
H12 -2.924 -2.408 -1.780  0.0763
H13 -1.843 -2.247 -3.202  0.0743
H14 -0.950 0.575 2.958  0.0623
H15 -0.132 0.652 4.308  0.0057
H16 -1.502 -3.487 2.756  0.0750
H17 -1.670 -3.168 1.382  0.0275
O1 -2.172 -2.940 2.210  -0.1121
H18 1.723 -3.624 0.852  0.0479
H19 0.578 -2.966 1.829  -0.0173
O2 0.950 -3.735 1.420  -0.0529
H20 -0.498 3.658 -2.597  -0.0077
H21 0.888 3.158 -3.120  0.0476
O3 0.416 3.758 -2.522  -0.0352
H22 -2.364 1.278 -3.596  -0.0040
H23 -1.170 0.787 -3.317  0.0394
O4 -1.526 1.523 -3.908  -0.0547
H24 1.380 3.804 -0.245  0.0026
H25 0.353 4.355 0.778  0.0592
O5 1.325 4.362 0.553  -0.0958

Cartesian forces, eV/Å:
C -0.354 0.712 -0.743
C -2.165 2.070 -1.534
C -1.004 1.332 0.733
C 7.526 -0.500 -3.118
C -1.740 -0.983 0.036
C -1.100 -0.466 0.602
C -0.080 -2.388 -0.282
N 0.610 -1.283 -1.539
H -0.685 -0.784 -0.232
H 0.508 -0.927 -1.250
H 2.166 0.547 0.286
H 0.495 -0.620 0.266
H -0.514 1.044 0.604
H 0.060 -2.099 -0.282
H -1.135 -0.994 2.369
H -2.731 2.193 1.708
H -0.244 1.327 0.098
H 1.636 -0.899 -0.697
H -1.375 1.611 -0.492
H 0.822 0.125 -0.203
H -0.191 0.267 0.584
H -0.368 0.195 -1.115
H -0.168 0.553 4.239
H -1.981 1.298 -0.260
H -1.231 0.714 0.218
O 3.243 -2.081 -0.029
H -0.441 0.794 0.486
H 0.598 1.117 -0.151
O -0.190 -1.824 -0.322
H -2.124 -0.687 -0.653
H -0.777 0.221 0.132
O 2.930 0.390 0.531
H -3.046 0.462 -0.079
H 0.975 1.174 -1.148
O 2.130 -1.643 1.314
H -0.155 0.468 0.237
H 1.620 0.044 -0.413
O -1.519 -0.481 0.099

Total charge: 0
DFT total energy in eV: -19388.698
HOMO energy in eV: -8.635
SMILES string: C/C=C/CCCCN.O.O.O.O.O
Lowest unoccupied orbital energy in eV: 0.431
Max |F| in hartree/bohr: 0.1587
Energy above the lowest of the compared OMol25 structures with the same formula, charge and spin in kJ/mol: 380.6
Frontier orbital gap in eV: 9.07


Entry 2:
This record from OMol25 describes a gas-phase ion, C6H13N2 (charge +1) at a distorted geometry. The level of theory is ωB97M-V/def2-TZVPD.

Each line ends with the Löwdin charge.
Positions of all 21 atoms, in Å:
C1 -0.173 0.881 -1.143  0.0334
C2 0.292 -1.235 -0.246  0.0003
C3 0.507 -0.162 0.846  -0.2537
C4 -0.130 -0.570 2.269  0.0112
C5 -0.376 -0.965 -2.772  0.0043
C6 0.217 2.166 0.957  -0.0256
N1 -0.024 -0.380 -1.504  -0.0800
N2 -0.114 0.987 0.223  -0.1207
H1 -0.262 1.787 -1.796  0.1962
H2 1.124 -1.783 -0.533  0.1033
H3 -0.474 -2.071 -0.111  0.1624
H4 1.556 0.138 0.907  0.1557
H5 -1.148 -0.770 2.264  0.0605
H6 0.093 0.073 3.067  0.0564
H7 0.380 -1.544 2.490  0.1054
H8 -1.047 -0.419 -3.311  0.0758
H9 0.444 -1.445 -3.347  0.1257
H10 -0.839 -1.848 -2.439  0.0809
H11 1.220 2.363 0.995  0.0753
H12 -0.299 2.187 1.942  0.1219
H13 -0.279 2.977 0.403  0.1113

Cartesian forces, eV/Å:
C 0.474 -0.476 2.119
C -1.922 0.231 -1.154
C -1.642 -1.618 0.546
C 3.270 -1.538 -2.226
C 2.300 -2.496 1.215
C -4.339 1.903 -0.507
N 0.363 1.240 1.285
N 0.243 0.250 -1.383
H -0.277 -1.194 0.534
H 2.031 -0.813 -0.146
H 0.298 1.648 0.129
H 0.169 -0.623 0.436
H -1.983 -0.159 -0.542
H 0.497 1.120 0.823
H -0.432 0.759 0.059
H -1.446 1.673 -1.518
H 0.055 1.237 0.193
H -1.409 -1.292 0.038
H 2.686 0.275 0.364
H 0.685 -0.321 -0.571
H 0.381 0.195 0.308

Total charge: +1
DFT total energy in eV: -9405.559
HOMO energy in eV: -13.779
SMILES string: C[C@H]1CN(C)C=[N+]1C
Lowest unoccupied orbital energy in eV: -3.577
Max |F| in hartree/bohr: 0.0927
Energy above the lowest of the compared OMol25 structures with the same formula, charge and spin in kJ/mol: 126.3
Frontier orbital gap in eV: 10.20


Entry 3:
This record from OMol25 describes a single C5H10O molecule. The level of theory is ωB97M-V/def2-TZVPD.

Each line ends with the Löwdin charge.
Positions of all 16 atoms, in Å:
C1 1.371 -0.427 1.107  -0.1046
C2 0.934 -0.303 -0.342  -0.2136
C3 -0.559 -1.373 -0.793  0.0908
C4 -0.707 0.017 -0.650  -0.6244
C5 -1.358 0.629 0.574  -0.0352
O1 -0.859 0.819 -1.788  -0.0043
H1 2.462 -0.521 1.159  0.0769
H2 1.089 0.446 1.704  0.0690
H3 0.926 -1.319 1.553  0.0820
H4 1.295 0.617 -0.817  0.1331
H5 -0.400 -1.571 -1.868  0.0507
H6 1.385 -1.101 -0.945  0.1145
H7 -2.429 0.736 0.372  0.0937
H8 -0.952 1.624 0.802  0.0896
H9 -1.239 -0.015 1.445  0.0846
H10 -0.959 1.742 -1.514  0.0972

Cartesian forces, eV/Å:
C -0.048 -0.017 0.057
C 0.335 0.076 0.074
C -0.077 0.246 -0.204
C -0.112 -0.283 0.244
C -0.006 0.011 0.034
O -0.013 0.208 -0.008
H -0.152 0.019 -0.022
H 0.034 -0.126 -0.100
H 0.076 0.134 -0.032
H -0.075 -0.118 0.022
H 0.017 0.008 0.147
H -0.087 0.052 0.031
H 0.150 -0.020 0.010
H -0.033 -0.136 -0.036
H -0.006 0.080 -0.139
H -0.004 -0.133 -0.077

Total charge: 0
DFT total energy in eV: -7390.894
HOMO energy in eV: -8.404
Lowest unoccupied orbital energy in eV: 0.837
Max |F| in hartree/bohr: 0.0076
Energy above the lowest of the compared OMol25 structures with the same formula, charge and spin in kJ/mol: 373.5
Frontier orbital gap in eV: 9.24


Entry 4:
This record from OMol25 describes a gas-phase ion, C7H16FIN2 (charge +2) at a distorted geometry. The level of theory is ωB97M-V/def2-TZVPD.

Each line ends with the Löwdin charge.
Positions of all 27 atoms, in Å:
C1 0.125 -0.098 0.439  -0.3513
C2 -0.653 -1.166 0.710  -0.5881
C3 2.488 0.774 1.036  0.0012
C4 -2.909 -0.586 -0.064  -0.0560
C5 1.775 0.482 -1.309  -0.0726
C6 1.637 -0.111 0.064  -0.3215
C7 -2.196 -1.180 1.027  -0.4276
N1 1.946 -0.616 -2.392  0.2132
N2 -2.480 -0.530 2.363  0.2581
F1 -0.357 1.128 0.486  0.1075
I1 0.114 -3.046 0.236  1.0901
H1 2.098 1.748 1.151  0.0871
H2 3.440 0.662 0.619  0.0722
H3 2.654 0.345 2.015  0.1017
H4 -2.479 0.411 -0.364  0.1230
H5 -2.696 -1.210 -0.961  0.1228
H6 -3.974 -0.738 0.028  0.1084
H7 0.924 1.051 -1.578  0.1276
H8 2.782 1.008 -1.341  0.1664
H9 2.084 -1.070 0.125  0.0697
H10 -2.458 -2.269 1.140  0.1321
H11 1.782 -0.354 -3.464  0.2477
H12 1.284 -1.313 -2.267  0.0826
H13 2.886 -0.961 -2.409  0.1590
H14 -2.334 -1.247 3.036  0.1617
H15 -3.447 -0.304 2.335  0.1557
H16 -1.879 0.373 2.478  0.2293

Cartesian forces, eV/Å:
C 1.179 -2.516 0.209
C -0.304 0.435 -0.071
C -1.103 -1.809 0.134
C -0.219 0.740 -3.182
C 2.797 -0.391 -1.096
C -1.486 1.428 1.461
C 3.165 -2.034 0.725
N -0.015 2.849 -3.089
N 1.880 1.800 -1.513
F -0.535 1.095 0.335
I -0.054 -0.326 0.138
H -0.008 1.230 -0.170
H 1.703 0.856 -0.684
H -0.660 -0.334 0.345
H -1.222 -0.640 0.585
H 0.026 0.216 0.488
H -0.538 0.876 0.101
H -0.413 0.945 -0.471
H -1.660 -0.047 -0.281
H -0.015 -1.053 -0.015
H 0.012 1.148 0.136
H 0.349 0.159 2.769
H -1.408 -2.315 0.675
H 0.706 -0.701 0.376
H 0.474 -0.248 1.455
H -1.301 0.630 0.430
H -1.353 -1.994 0.213

Total charge: +2
DFT total energy in eV: -21299.286
HOMO energy in eV: -15.969
SMILES string: C[C@H]([NH3+])/C(I)=C(\F)[C@H](C)C[NH3+]
Lowest unoccupied orbital energy in eV: -6.342
Max |F| in hartree/bohr: 0.0817
Frontier orbital gap in eV: 9.63


Entry 5:
This record from OMol25 describes 2 unconnected molecules or ions with the total composition CH8NO at a distorted geometry. The level of theory is ωB97M-V/def2-TZVPD.

Each line ends with the Löwdin charge.
Positions of all 11 atoms, in Å:
C1 0.733 0.114 0.793  -0.0524
N1 0.133 0.696 1.964  0.1240
H1 -0.128 0.063 0.105  0.1095
H2 1.177 -0.892 0.877  0.1228
H3 1.486 0.796 0.363  0.1231
H4 0.129 1.733 1.898  0.1924
H5 0.821 0.418 2.693  0.1860
H6 -0.811 0.384 2.270  0.1949
O1 -1.086 -0.913 -3.994  -0.0821
H7 -1.098 -1.883 -3.834  0.0504
H8 -1.356 -0.516 -3.135  0.0313

Cartesian forces, eV/Å:
C -0.728 -0.608 -3.589
N 1.033 0.629 2.942
H 0.848 -0.242 -0.387
H -0.430 0.539 0.638
H -0.369 -0.272 0.381
H -0.103 -0.726 0.174
H -0.926 0.755 0.381
H 0.698 -0.060 -0.525
O -0.189 -0.534 1.204
H -0.029 1.000 -0.213
H 0.195 -0.480 -1.007

Total charge: +1
DFT total energy in eV: -4696.798
HOMO energy in eV: -13.978
Lowest unoccupied orbital energy in eV: -4.399
Max |F| in hartree/bohr: 0.0722
Energy above the lowest of the compared OMol25 structures with the same formula, charge and spin in kJ/mol: 120.3
Frontier orbital gap in eV: 9.58


Entry 6:
This record from OMol25 describes 5 unconnected molecules or ions with the total composition C15H26O15 at a distorted geometry. The level of theory is ωB97M-V/def2-TZVPD.

Each line ends with the Löwdin charge.
Positions of all 56 atoms, in Å:
C1 0.946 -2.323 0.171  -0.0989
C2 0.906 -0.911 -0.398  -0.0905
O1 -0.183 -0.324 0.353  0.0525
C3 -0.908 -1.298 0.998  -0.5601
O2 -1.922 -1.175 1.610  0.1551
O3 -0.307 -2.462 0.835  0.0778
H1 1.747 -2.368 0.909  0.1184
H2 1.130 -3.114 -0.557  0.1200
H3 0.710 -1.037 -1.463  0.1310
H4 1.836 -0.360 -0.256  0.1165
C4 3.065 2.579 1.685  -0.1534
C5 2.190 2.148 2.801  -0.1374
O4 2.326 0.749 2.795  0.0682
C6 3.341 0.358 1.975  -0.4789
O5 3.603 -0.838 1.795  0.1125
O6 3.765 1.436 1.248  0.0542
H5 3.596 3.486 1.971  0.1386
H6 2.355 2.941 0.942  0.1198
H7 1.152 2.389 2.570  0.1376
H8 2.457 2.615 3.749  0.1339
C7 -1.136 1.600 -3.655  -0.0346
O7 0.294 1.443 -3.521  0.0036
C8 0.987 1.947 -2.480  -0.5780
O8 0.555 2.500 -1.486  0.1140
O9 2.291 1.742 -2.698  -0.0074
C9 3.260 2.311 -1.873  -0.0508
H9 -1.572 0.783 -4.229  0.0908
H10 -1.512 2.499 -4.143  0.0905
H11 -1.692 1.637 -2.718  0.0915
H12 3.169 1.772 -0.930  0.0691
H13 3.213 3.399 -1.826  0.1093
H14 4.277 2.067 -2.180  0.1023
C10 -4.219 5.701 3.094  -0.0856
O10 -3.630 4.527 3.430  -0.0256
C11 -4.016 3.309 2.987  -0.5264
O11 -4.970 3.031 2.215  0.0775
O12 -3.222 2.447 3.611  -0.0155
C12 -2.887 1.162 3.075  -0.0333
H15 -4.503 5.709 2.042  0.1005
H16 -3.519 6.471 3.419  0.1009
H17 -5.136 5.730 3.683  0.1007
H18 -2.198 1.229 2.232  0.0809
H19 -3.814 0.653 2.812  0.0992
H20 -2.301 0.659 3.844  0.0959
C13 -1.926 -4.654 -1.335  -0.0310
O13 -0.531 -4.656 -1.685  -0.0335
C14 0.095 -5.727 -2.262  -0.5755
O14 -0.426 -6.787 -2.512  0.1309
O15 1.350 -5.410 -2.505  0.0123
C15 2.059 -6.184 -3.403  -0.0677
H21 -2.454 -5.050 -2.202  0.0887
H22 -2.378 -3.677 -1.160  0.0930
H23 -2.201 -5.335 -0.530  0.0993
H24 2.612 -6.936 -2.840  0.0976
H25 2.832 -5.622 -3.927  0.0987
H26 1.447 -6.782 -4.077  0.1008

Cartesian forces, eV/Å:
C 1.289 0.170 0.711
C -0.466 -0.882 0.040
O -0.347 0.260 -0.109
C 0.671 0.210 -0.566
O 0.051 0.679 -0.139
O 0.295 -1.326 -0.271
H -0.113 -0.209 0.245
H -0.528 0.121 -0.001
H -0.505 0.828 -0.098
H -0.255 0.066 0.155
C -1.320 1.975 -0.773
C -0.872 0.177 0.707
O 0.911 -1.074 0.396
C -1.306 -2.722 -0.802
O -0.031 3.939 0.413
O 0.866 -0.796 0.675
H 1.123 -0.607 -0.171
H 0.490 -0.352 -0.861
H -0.039 -0.089 0.267
H 0.052 -0.474 0.231
C -1.028 0.138 0.753
O -0.099 0.190 -0.088
C -0.343 0.848 1.074
O 0.031 -0.535 -1.097
O -0.687 -0.673 -2.289
C 0.501 -0.308 1.477
H 0.736 -0.263 0.031
H 1.053 0.385 -0.313
H 0.605 -0.305 0.460
H 0.026 0.830 0.427
H -0.418 -0.081 0.306
H -0.326 -0.251 -0.819
C -1.846 0.831 -0.231
O 1.717 -3.231 0.316
C -2.494 -0.593 -1.625
O 3.198 1.280 2.255
O 0.590 0.513 0.130
C -0.300 -0.020 -0.152
H 0.222 0.406 -0.091
H -0.277 0.169 -0.393
H -0.256 0.726 -0.072
H -0.409 0.326 -0.235
H 0.351 -0.276 -0.057
H -0.511 -0.045 0.151
C -0.771 -1.648 -1.279
O 1.037 0.447 0.295
C -2.229 -0.296 0.446
O 0.181 0.622 0.084
O -0.435 1.981 0.549
C 1.400 -2.217 -0.423
H -0.147 -0.062 -0.101
H 1.073 0.246 0.154
H 0.567 0.133 0.264
H 0.106 -0.135 0.148
H -0.514 0.471 0.016
H -0.273 0.506 -0.117

Total charge: 0
DFT total energy in eV: -46687.198
HOMO energy in eV: -10.384
SMILES string: COC(=O)OC.COC(=O)OC.COC(=O)OC.O=C1OCCO1.O=C1OCCO1
Lowest unoccupied orbital energy in eV: 0.450
Max |F| in hartree/bohr: 0.0801
Energy above the lowest of the compared OMol25 structures with the same formula, charge and spin in kJ/mol: 177.4
Frontier orbital gap in eV: 10.83


Q: Among the records above, which one has the lowest frontier orbital gap?
A: C7H25NO5